1.
Density functional theory data (ωB97M-V/def2-TZVPD) for a molecular structure, C31H25EuN9OSe2 in a non-equilibrium geometry.

The geometry in XYZ format:
```
69
Properties=species:S:1:pos:R:3
Eu -0.317 -0.395 -0.116
C -3.880 3.068 1.913
C -3.540 1.832 2.442
C -2.282 1.299 2.219
C -1.345 2.016 1.462
C -1.693 3.259 0.934
C -2.956 3.776 1.161
N -0.060 1.487 1.207
C 0.853 1.527 2.161
C 0.605 2.098 3.451
C 1.555 2.126 4.420
C 2.855 1.616 4.179
C 3.167 1.119 2.959
C 2.207 1.044 1.902
N 2.693 0.563 0.777
N 1.965 0.387 -0.316
C 2.723 -0.058 -1.377
C 4.121 -0.228 -1.357
C 4.743 -0.710 -2.485
C 3.986 -0.986 -3.626
C 2.628 -0.758 -3.576
N 1.998 -0.323 -2.482
H -4.851 3.490 2.111
H -4.244 1.290 3.057
H -2.000 0.345 2.654
H -0.954 3.824 0.382
H -3.207 4.749 0.769
H -0.380 2.500 3.639
H 1.329 2.561 5.384
H 3.584 1.638 4.973
H 4.160 0.769 2.726
H 4.664 0.023 -0.460
H 5.810 -0.874 -2.492
H 4.443 -1.369 -4.525
H 1.992 -0.932 -4.436
Se 0.088 -2.399 -2.371
Se -1.675 -3.766 -1.756
C -3.034 -2.479 -1.270
C -4.362 -2.866 -1.438
C -5.354 -1.960 -1.118
C -4.984 -0.723 -0.598
C -3.640 -0.445 -0.441
N -2.667 -1.293 -0.799
C 1.456 -2.948 -1.072
C 2.434 -3.879 -1.371
C 3.352 -4.179 -0.373
C 3.241 -3.558 0.861
C 2.231 -2.628 1.050
N 1.367 -2.314 0.089
H -4.595 -3.850 -1.819
H -6.394 -2.209 -1.268
H -5.726 0.011 -0.320
H -3.312 0.485 0.015
H 2.468 -4.348 -2.344
H 4.138 -4.892 -0.562
H 3.924 -3.789 1.663
H 2.105 -2.115 1.994
O -0.523 -2.887 3.629
C -0.707 -2.255 2.658
N -0.898 -1.609 1.684
N -0.069 1.624 -2.680
C -0.386 2.744 -3.340
C -1.654 3.108 -2.940
C -2.027 2.133 -2.020
N -1.061 1.227 -1.863
H 0.790 1.061 -2.742
H 0.291 3.205 -4.029
H -2.238 3.945 -3.263
H -2.953 2.079 -1.482
```

The HOMO-LUMO gap (spin up / spin down) comes out at 4.59 / 6.17 eV. As for the relative energy (zero: lowest compared OMol25 entry of this formula, charge and spin): 25.5 kcal/mol. Its molar mass is 849.5 Da. Its highest occupied orbital energy (spin up / spin down) is -4.98 / -6.59 eV. As for the spin multiplicity: 8. The calculation puts the LUMO energy (spin up / spin down) at -0.3953 / -0.4225 eV. As for the total energy: -7277.60440 Eh. As for the largest force on an atom: 2.44 eV/A. As for the net charge: 0.



2.
Density functional theory data (ωB97M-V/def2-TZVPD) for a molecular structure, C31H26BBeF4NP2Te.

The geometry in XYZ format:
```
67
Properties=species:S:1:pos:R:3
Be -0.283 -0.342 -0.092
Te -1.959 2.280 3.514
C -0.962 2.633 5.371
C -1.285 3.703 6.200
C -0.602 3.872 7.394
N 0.373 3.070 7.819
C 0.680 2.047 7.015
C 0.053 1.789 5.808
C -0.612 1.111 2.552
P 0.311 1.613 1.129
C -0.125 3.341 0.701
C 0.378 4.437 1.401
C -0.027 5.724 1.082
C -0.942 5.932 0.058
C -1.446 4.848 -0.647
C -1.039 3.559 -0.328
C 2.081 1.818 1.566
C 3.027 1.918 0.548
C 4.372 2.062 0.849
C 4.788 2.099 2.174
C 3.853 1.984 3.192
C 2.506 1.841 2.888
P -0.814 -0.615 2.029
C -2.167 -1.302 3.067
C -1.898 -2.035 4.220
C -2.934 -2.531 5.001
C -4.254 -2.312 4.631
C -4.534 -1.598 3.472
C -3.496 -1.099 2.699
C 0.692 -1.479 2.264
C 1.140 -2.320 1.054
C 2.571 -2.775 1.270
C 3.240 -2.655 2.432
C 2.677 -2.022 3.598
C 1.452 -1.414 3.434
H -2.053 4.416 5.917
H -0.846 4.710 8.043
H 1.475 1.393 7.361
H 0.353 0.948 5.193
H 1.090 4.276 2.202
H 0.366 6.567 1.639
H -1.260 6.939 -0.191
H -2.155 5.000 -1.452
H -1.432 2.717 -0.887
H 2.704 1.861 -0.486
H 5.101 2.127 0.049
H 5.842 2.196 2.411
H 4.173 1.985 4.228
H 1.766 1.720 3.669
H -0.865 -2.227 4.487
H -2.710 -3.095 5.899
H -5.063 -2.701 5.239
H -5.562 -1.428 3.173
H -3.712 -0.542 1.794
H 0.507 -3.226 0.968
H 3.071 -3.209 0.407
H 4.270 -3.005 2.476
H 3.266 -1.878 4.495
H 1.072 -0.789 4.242
C 0.963 -1.545 -0.286
H 0.778 -2.251 -1.109
H 1.920 -1.056 -0.523
F -1.366 0.193 -1.159
B -1.695 0.178 -2.640
F -2.264 1.420 -2.880
F -2.586 -0.854 -2.834
F -0.510 0.004 -3.315
```

The HOMO-LUMO gap comes out at 3.88 eV. As for the relative energy (zero: lowest compared OMol25 entry of this formula, charge and spin): 4.2 kcal/mol. Its molar mass is 697.9 Da. Its highest occupied orbital energy is 0.13 eV. The calculation puts the LUMO energy at 4.0031 eV. As for the total energy: -2641.70643 Eh. As for the largest force on an atom: 0.31 eV/A. As for the net charge: -2.



3.
Density functional theory data (ωB97M-V/def2-TZVPD) for a molecular structure, C31H26BrF3N4O4RuS2 in a non-equilibrium geometry.

The geometry in XYZ format:
```
72
Properties=species:S:1:pos:R:3
Ru -0.810 -1.987 -1.079
S 1.133 -0.798 -0.623
C 0.670 0.544 0.295
N 1.573 1.410 0.687
C 1.171 2.513 1.571
C -0.138 3.055 1.082
N -1.120 1.968 1.071
C -2.451 2.301 1.598
C -2.400 2.403 3.106
C -2.077 1.282 3.870
C -2.002 1.377 5.250
C -2.245 2.594 5.877
C -2.563 3.711 5.122
C -2.633 3.617 3.737
C -0.766 0.773 0.659
S -1.902 -0.460 0.514
C 2.960 1.447 0.185
C 3.156 2.687 -0.654
C 3.982 3.717 -0.223
C 4.153 4.848 -1.011
C 3.495 4.950 -2.227
C 2.655 3.928 -2.653
C 2.480 2.800 -1.867
H 1.939 3.281 1.549
H 1.065 2.135 2.591
H -0.027 3.448 0.067
H -0.492 3.846 1.739
H -3.157 1.540 1.276
H -2.747 3.255 1.163
H -1.899 0.331 3.381
H -1.763 0.501 5.837
H -2.183 2.668 6.955
H -2.761 4.657 5.609
H -2.891 4.491 3.150
H 3.138 0.558 -0.408
H 3.638 1.440 1.040
H 4.506 3.631 0.723
H 4.803 5.645 -0.675
H 3.636 5.828 -2.844
H 2.138 4.007 -3.601
H 1.809 2.011 -2.194
O -3.629 -4.750 -0.163
C -2.697 -3.988 -0.228
O -2.580 -2.953 -1.012
C -1.492 -4.192 0.668
C -1.486 -5.152 1.658
C -0.373 -5.262 2.473
C 0.696 -4.406 2.257
C 0.627 -3.481 1.233
N -0.452 -3.371 0.448
H -2.359 -5.781 1.764
H -0.337 -6.001 3.262
H 1.583 -4.450 2.873
H 1.447 -2.810 1.030
F -1.475 -0.048 -5.187
C -1.530 0.895 -4.246
F -0.725 1.896 -4.619
F -2.782 1.368 -4.197
C -1.117 0.362 -2.850
O -0.666 1.164 -2.050
O -1.319 -0.896 -2.718
Br 1.835 -1.580 -3.700
C 1.016 -3.270 -3.543
C 1.432 -4.267 -4.409
C 0.807 -5.498 -4.341
C -0.220 -5.682 -3.432
C -0.560 -4.636 -2.602
N 0.061 -3.443 -2.632
H 2.222 -4.070 -5.117
H 1.114 -6.299 -5.000
H -0.754 -6.619 -3.367
H -1.362 -4.740 -1.893
```

The HOMO-LUMO gap (spin up / spin down) comes out at 7.46 / 7.06 eV. As for the relative energy (zero: lowest compared OMol25 entry of this formula, charge and spin): 0.0 kcal/mol. Its molar mass is 820.7 Da. Its highest occupied orbital energy (spin up / spin down) is -11.62 / -11.48 eV. As for the spin multiplicity: 2. The calculation puts the LUMO energy (spin up / spin down) at -4.1620 / -4.4241 eV. As for the total energy: -5481.70182 Eh. As for the largest force on an atom: 1.32 eV/A. As for the net charge: +1.



4.
Density functional theory data (ωB97M-V/def2-TZVPD) for a molecular structure, C31H26N4OPRhS.

The geometry in XYZ format:
```
65
Properties=species:S:1:pos:R:3
Rh -0.133 -0.481 -1.681
N 2.394 -3.573 -3.203
C 1.772 -2.457 -2.950
S 0.069 -2.359 -3.125
N 2.670 -1.422 -2.642
N 2.067 -0.373 -2.231
C 2.750 0.765 -1.976
C 4.160 0.768 -1.640
C 5.004 1.917 -1.649
C 6.354 1.820 -1.413
C 6.931 0.588 -1.100
C 6.127 -0.538 -0.988
C 4.777 -0.455 -1.242
C 1.762 1.944 -1.990
C 2.053 3.282 -2.205
C 1.070 4.256 -2.039
C -0.205 3.894 -1.677
C -0.476 2.541 -1.593
N 0.462 1.604 -1.770
H 1.872 -4.392 -3.476
H 3.407 -3.615 -3.178
H 4.632 2.898 -1.833
H 6.967 2.713 -1.461
H 7.998 0.521 -0.906
H 6.554 -1.484 -0.677
H 4.181 -1.331 -1.081
H 3.004 3.604 -2.568
H 1.321 5.299 -2.208
H -0.989 4.626 -1.513
H -1.480 2.187 -1.416
O -0.446 -1.333 0.188
P -1.665 -0.899 1.057
C -1.261 0.601 1.914
C 0.067 1.030 1.889
C 0.432 2.180 2.577
C -0.522 2.892 3.295
C -1.846 2.462 3.325
C -2.219 1.318 2.637
C -3.119 -0.619 0.050
C -3.066 -0.467 -1.338
C -4.214 -0.269 -2.087
C -5.443 -0.227 -1.443
C -5.520 -0.387 -0.063
C -4.366 -0.590 0.682
C -2.090 -2.170 2.212
C -1.959 -1.990 3.587
C -2.237 -3.044 4.447
C -2.639 -4.266 3.933
C -2.767 -4.450 2.557
C -2.496 -3.405 1.691
H 0.808 0.453 1.352
H 1.464 2.513 2.568
H -0.233 3.780 3.847
H -2.587 3.021 3.885
H -3.256 0.997 2.658
H -2.145 -0.515 -1.891
H -4.156 -0.163 -3.164
H -6.346 -0.086 -2.023
H -6.484 -0.369 0.433
H -4.442 -0.760 1.754
H -1.641 -1.033 3.988
H -2.139 -2.909 5.518
H -2.858 -5.086 4.610
H -3.085 -5.409 2.166
H -2.599 -3.546 0.620
```

The HOMO-LUMO gap (spin up / spin down) comes out at 7.31 / 5.77 eV. Its molar mass is 636.5 Da. Its highest occupied orbital energy (spin up / spin down) is -13.93 / -14.10 eV. As for the spin multiplicity: 5. The calculation puts the LUMO energy (spin up / spin down) at -6.6260 / -8.3335 eV. As for the total energy: -2340.72261 Eh. As for the largest force on an atom: 0.86 eV/A. As for the net charge: +2.



5.
Density functional theory data (ωB97M-V/def2-TZVPD) for a molecular structure, C31H27AsCoFN7O4S4 in a non-equilibrium geometry.

The geometry in XYZ format:
```
76
Properties=species:S:1:pos:R:3
Co -0.516 -0.167 2.584
C -3.092 0.410 7.562
S -3.568 -1.018 6.498
C -2.362 -0.965 5.175
S -1.436 0.376 5.001
N -2.352 -2.164 4.562
N -1.522 -2.121 3.477
C -1.333 -3.192 2.826
C -0.379 -3.113 1.769
C 0.217 -4.249 1.103
C 1.187 -4.065 0.175
C 1.576 -2.757 -0.212
C 0.978 -1.727 0.426
N 0.079 -1.947 1.362
H -3.926 0.578 8.240
H -2.923 1.261 6.911
H -2.212 0.137 8.169
H -1.689 -4.141 3.256
H -0.141 -5.224 1.329
H 1.630 -4.911 -0.349
H 2.257 -2.495 -0.990
H 1.229 -0.685 0.236
S 0.615 1.526 1.495
C -0.677 2.403 0.654
C -0.441 3.619 0.049
C -1.436 4.292 -0.741
C -1.012 5.507 -1.479
N -0.630 6.483 -1.946
C -2.714 3.779 -0.843
C -3.013 2.577 -0.176
C -2.032 1.876 0.556
S -2.536 0.428 1.357
C -3.679 4.467 -1.662
N -4.469 5.029 -2.260
H 0.536 4.049 0.175
H -3.941 2.119 -0.222
C -1.598 2.100 -3.458
As -1.329 0.399 -2.560
C 0.619 0.557 -2.658
C -1.709 -0.962 -4.078
C -1.563 -0.361 -5.463
C -2.591 0.306 -6.195
C -2.327 0.813 -7.490
C -1.055 0.674 -8.048
C -0.066 0.065 -7.360
C -0.345 -0.499 -6.098
H -0.868 2.142 -4.302
H -1.278 2.937 -2.851
H -2.632 2.259 -3.715
H 0.911 1.042 -3.574
H 1.224 -0.371 -2.506
H 0.860 1.161 -1.817
H -2.704 -1.279 -3.838
H -1.096 -1.867 -3.955
H -3.535 0.416 -5.674
H -3.082 1.348 -8.032
H -0.997 0.960 -9.126
H 0.925 -0.091 -7.816
H 0.527 -0.997 -5.679
F 4.296 -0.100 0.037
C 4.384 -0.732 1.191
C 3.952 -0.220 2.335
N 4.091 -0.915 3.519
C 3.563 -0.248 4.687
C 2.031 0.092 4.457
O 1.630 0.959 5.236
O 1.469 -0.456 3.488
C 4.659 -2.162 3.577
O 4.820 -2.776 4.641
N 5.097 -2.698 2.383
C 5.114 -1.973 1.214
O 5.678 -2.453 0.241
H 3.539 0.755 2.365
H 4.094 0.689 4.885
H 3.745 -0.821 5.581
H 5.274 -3.667 2.392
```

The HOMO-LUMO gap (spin up / spin down) comes out at 6.15 / 6.26 eV. As for the relative energy (zero: lowest compared OMol25 entry of this formula, charge and spin): 0.0 kcal/mol. Its molar mass is 842.7 Da. Its highest occupied orbital energy (spin up / spin down) is -2.22 / -2.32 eV. As for the spin multiplicity: 4. The calculation puts the LUMO energy (spin up / spin down) at 3.9354 / 3.9353 eV. As for the total energy: -7193.08044 Eh. As for the largest force on an atom: 3.89 eV/A. As for the net charge: -2.



6.
Density functional theory data (ωB97M-V/def2-TZVPD) for a molecular structure, C31H27BF6N7O5SeTeY in a non-equilibrium geometry.

The geometry in XYZ format:
```
80
Properties=species:S:1:pos:R:3
Y -0.140 0.154 -0.337
B -3.211 -1.278 -1.604
N -3.407 0.225 -1.196
C -4.508 0.970 -1.327
C -4.238 2.252 -0.878
C -2.901 2.191 -0.482
N -2.400 0.971 -0.678
N -2.727 -2.037 -0.328
C -3.338 -3.007 0.353
C -2.595 -3.302 1.485
C -1.512 -2.430 1.415
N -1.586 -1.675 0.319
H -4.305 -1.717 -1.912
H -2.387 -1.359 -2.487
H -5.406 0.530 -1.731
H -4.905 3.098 -0.844
H -2.261 2.963 -0.084
H -4.263 -3.420 -0.019
H -2.799 -4.044 2.239
H -0.679 -2.307 2.092
F 4.890 1.683 1.412
C 4.166 2.030 2.481
C 2.902 1.636 2.629
N 2.130 2.004 3.718
C 0.724 1.568 3.819
C 0.524 0.187 3.212
O 0.750 -0.797 3.909
O 0.175 0.177 1.983
C 2.630 2.811 4.707
O 1.998 3.189 5.676
N 3.952 3.183 4.520
C 4.806 2.879 3.465
O 5.946 3.301 3.436
H 2.415 1.006 1.892
H 0.110 2.301 3.308
H 0.469 1.544 4.871
H 4.334 3.772 5.244
C 1.884 6.962 2.185
C 0.650 6.489 2.613
C 0.160 5.283 2.123
C 0.872 4.525 1.193
C 2.116 5.011 0.780
C 2.614 6.211 1.268
C 0.338 3.198 0.760
C 0.593 2.441 -0.310
C 1.387 2.969 -1.447
C 1.068 4.196 -2.041
C 1.791 4.690 -3.116
C 2.866 3.969 -3.628
C 3.183 2.739 -3.065
C 2.440 2.238 -2.001
H 2.281 7.894 2.572
H 0.075 7.049 3.341
H -0.797 4.908 2.473
H 2.704 4.433 0.076
H 3.589 6.553 0.940
H -0.366 2.803 1.495
H 0.237 4.766 -1.639
H 1.523 5.646 -3.551
H 3.437 4.353 -4.465
H 3.999 2.150 -3.467
H 2.684 1.262 -1.593
Se 2.515 -1.677 1.091
C 4.278 -1.259 0.558
C 4.625 -0.943 -0.748
C 5.951 -0.612 -1.004
N 6.929 -0.591 -0.091
C 6.565 -0.913 1.152
C 5.272 -1.243 1.526
H 3.893 -0.977 -1.545
H 6.244 -0.354 -2.018
H 7.348 -0.893 1.903
H 5.053 -1.467 2.564
F 0.580 -3.751 -0.269
Te 0.829 -2.604 -1.786
F 0.569 -4.119 -2.826
F 0.069 -0.071 -2.349
F 1.759 -1.880 -3.269
F 2.571 -3.226 -1.492
O 1.703 -1.042 -0.411
```

The HOMO-LUMO gap comes out at 7.31 eV. As for the relative energy (zero: lowest compared OMol25 entry of this formula, charge and spin): 74.8 kcal/mol. Its molar mass is 997.9 Da. Its highest occupied orbital energy is -3.04 eV. The calculation puts the LUMO energy at 4.2775 eV. As for the total energy: -5289.25224 Eh. As for the largest force on an atom: 1.76 eV/A. As for the net charge: -2.